No. 1
Computed, not measured: 3 unconnected molecules or ions with the total composition C26H39N3O6, with ωB97M-V/def2-TZVPD.

XYZ file:
```
74
Properties=species:S:1:pos:R:3:forces:R:3
O 0.59848 1.59732 2.42378 -0.196 0.026 -0.879
C -0.14677 1.51768 1.47352 -0.332 0.411 1.314
N 0.24858 1.38915 0.12191 -0.058 0.333 0.072
C -0.87955 1.25299 -0.70856 -1.439 0.045 -0.198
O -0.94335 0.99048 -1.88661 0.712 0.440 0.751
C -2.07397 1.44848 0.19872 0.141 -0.093 0.370
C -3.41781 1.50969 -0.07900 0.179 -0.207 -1.103
C -4.29367 1.66279 0.97074 -1.418 0.448 0.376
C -5.77851 1.69589 0.73335 1.238 -0.350 -0.147
C -6.48875 2.85898 0.53737 0.087 0.376 0.049
C -7.84548 2.76284 0.31122 -0.727 0.902 -0.044
C -8.48367 1.55183 0.29952 -0.857 -1.046 -0.107
C -7.77417 0.38248 0.49717 0.240 -0.229 0.056
C -6.41415 0.47170 0.69720 -0.015 -0.719 0.078
C -3.86574 1.76002 2.29052 0.127 0.038 -0.099
C -2.51156 1.73190 2.56379 0.028 -0.018 1.095
C -1.65740 1.58034 1.51335 1.705 -0.444 -1.317
H 0.97619 2.03660 -0.15522 0.388 -0.611 -0.238
H -3.77364 1.44041 -1.10367 -0.034 -0.042 0.146
H -5.99794 3.82643 0.56892 -0.007 -0.106 -0.029
H -8.47174 3.63861 0.16428 0.333 0.096 -0.009
H -9.55312 1.46554 0.12851 0.099 0.291 0.021
H -8.22247 -0.60570 0.50923 -0.230 0.236 -0.102
H -5.84076 -0.44253 0.83016 0.027 0.172 0.032
H -4.61459 1.85465 3.06948 0.172 0.038 0.005
H -2.11628 1.80924 3.57270 -0.109 0.008 -0.093
C 6.14717 -0.21226 6.99453 -0.088 -0.124 -0.100
O 4.85984 -0.52747 6.49795 0.220 0.197 0.134
C 3.89367 0.49338 6.73003 -0.411 -0.238 -0.124
C 3.45196 1.12057 5.42251 0.358 0.002 -0.025
N 4.52096 1.92528 4.83980 -0.201 -0.036 -0.016
C 4.24915 2.36945 3.47475 0.265 0.054 0.089
C 4.14592 1.29882 2.39153 -0.110 0.226 -0.222
O 5.36523 0.62347 2.12888 -0.150 -0.110 0.121
C 5.61993 -0.49889 2.95448 0.239 0.080 -0.172
H 6.77638 -1.09272 6.87144 -0.057 -0.023 -0.027
H 6.59768 0.61571 6.43747 0.052 0.074 0.123
H 6.10683 0.04057 8.05840 0.051 0.062 -0.012
H 4.26206 1.25012 7.42826 0.132 0.017 -0.082
H 3.02776 0.00938 7.19203 0.004 0.031 0.024
H 2.58327 1.75913 5.60529 -0.008 0.001 -0.050
H 3.14782 0.30847 4.74991 -0.194 -0.039 0.104
H 5.37518 1.38334 4.83552 0.003 0.003 0.023
H 5.06309 3.04451 3.19666 -0.034 0.004 -0.077
H 3.33104 2.96487 3.47372 -0.051 -0.087 0.011
H 3.88684 1.80995 1.45948 0.017 -0.009 -0.002
H 3.33592 0.58660 2.58028 0.063 -0.055 0.113
H 4.70036 -1.00401 3.25990 -0.019 0.060 0.068
H 6.19826 -0.21191 3.83682 -0.102 -0.116 0.123
H 6.22694 -1.20203 2.38264 -0.029 0.027 -0.045
C -0.84234 -0.64829 -7.63537 0.190 -0.015 0.046
O 0.09794 -0.53989 -6.58388 -0.326 0.005 -0.157
C -0.49324 -0.25512 -5.31704 0.471 0.063 0.318
C -0.32335 -1.43651 -4.38116 -0.170 -0.140 -0.249
N -1.15923 -2.55868 -4.80028 0.123 0.038 0.150
C -0.87779 -3.80430 -4.09153 -0.157 0.019 -0.258
C 0.49274 -4.44531 -4.30302 -0.108 -0.265 0.259
O 0.70762 -4.92546 -5.61870 0.123 0.206 0.061
C 1.21892 -3.97001 -6.53178 -0.091 -0.255 -0.146
H -0.28903 -0.75070 -8.56812 0.049 0.003 0.040
H -1.47898 -1.53076 -7.51211 -0.136 0.073 -0.038
H -1.46687 0.24815 -7.69805 -0.069 -0.048 -0.013
H -1.54390 0.03249 -5.40968 -0.030 -0.138 -0.094
H 0.04728 0.59870 -4.89959 -0.048 0.004 0.026
H -0.60526 -1.13772 -3.36897 0.007 0.000 -0.002
H 0.74034 -1.70878 -4.37844 0.068 0.181 0.086
H -1.02360 -2.71768 -5.79010 -0.017 0.012 -0.004
H -1.63307 -4.52630 -4.41317 0.045 -0.068 0.058
H -1.03287 -3.64246 -3.01993 0.063 0.045 0.002
H 0.53771 -5.32693 -3.65705 0.001 -0.009 -0.023
H 1.31566 -3.79479 -3.98572 -0.017 0.108 -0.131
H 1.86176 -3.23416 -6.04287 -0.072 0.051 0.030
H 0.40825 -3.46301 -7.06156 0.086 0.178 0.013
H 1.80986 -4.50460 -7.27659 0.007 -0.041 0.050
```
Positions in Å, forces in eV/Å.

The value obtained for the HOMO energy is -8.45 eV. Its relative energy (zero: lowest compared OMol25 entry of this formula, charge and spin) is 149.38 kcal/mol. The value obtained for the frontier orbital gap is 7.9 eV. Its SMILES is O=C1NC(=O)c2cc(-c3ccccc3)ccc21.COCCNCCOC.COCCNCCOC.

Mulliken atomic charge list, values in e, 8 entries: O -0.52; C 0.11; N 0.07; C -0.16; O -0.54; C 0.07; C -0.19; C 0.69

=====

No. 2
Computed, not measured: a molecular structure, C26H39N6O3OsS2Se, with ωB97M-V/def2-TZVPD.

XYZ file:
```
78
Properties=species:S:1:pos:R:3:forces:R:3
Os 0.33174 -0.79034 0.02332 -3.303 0.568 -1.529
N -0.82800 -2.16436 1.13225 0.209 0.174 0.042
C -1.97989 -1.48424 1.77312 -0.013 0.065 0.058
C -1.45399 -0.19773 2.35747 -0.102 0.006 0.041
N -0.79000 0.55416 1.25454 0.294 -0.541 0.251
H -1.15728 -2.91964 0.53453 0.091 -0.037 0.040
H -0.24017 -2.60503 1.84896 -0.041 -0.091 0.043
H -2.45265 -2.10282 2.53586 0.058 -0.066 -0.030
H -2.71536 -1.27403 0.99384 -0.053 -0.036 0.039
H -0.70512 -0.41246 3.12052 -0.010 0.020 0.027
H -2.25451 0.38269 2.81600 0.049 0.063 -0.028
H -0.19741 1.27919 1.65161 -0.008 0.091 -0.086
H -1.49153 1.04108 0.69925 -0.232 0.323 -0.307
C -2.59279 -2.17738 -4.24648 -0.119 -0.008 -0.036
N -1.50401 -1.21404 -4.25294 -0.069 -0.066 0.230
C -0.83125 -0.85017 -5.51353 0.019 0.057 -0.067
C 0.20717 0.19753 -5.07142 -0.027 -0.007 -0.016
N -0.08006 0.32365 -3.63377 -0.056 -0.054 0.010
C -1.02473 -0.51633 -3.24431 0.286 0.149 -0.479
S -1.62527 -0.66524 -1.60212 2.200 -0.304 1.840
H -2.32275 -3.01681 -4.88433 0.032 -0.030 0.056
H -3.50329 -1.72400 -4.64010 0.021 0.021 -0.005
H -2.77227 -2.53445 -3.23691 0.008 -0.034 0.008
H -1.56127 -0.45570 -6.21982 -0.024 0.029 0.043
H -0.37728 -1.73741 -5.95223 -0.009 -0.016 0.020
H 0.08559 1.15494 -5.57225 -0.039 0.004 0.020
H 1.22899 -0.14658 -5.22324 0.003 0.005 0.009
H 0.47042 0.87680 -2.99680 -0.051 0.025 0.072
O 1.73559 -0.55285 1.48536 0.268 -0.367 -1.454
S 2.19803 -0.14922 2.89517 -0.054 0.154 0.589
C 3.58473 1.00653 2.63395 0.042 -0.167 -0.260
C 4.69640 0.47109 1.78574 0.006 -0.126 0.063
C 5.88710 0.05834 2.37830 0.026 0.111 0.024
C 6.93629 -0.40060 1.59507 -0.006 -0.051 0.019
C 6.79352 -0.47011 0.21727 -0.011 0.000 0.004
C 5.59839 -0.08262 -0.37579 -0.024 -0.064 -0.003
C 4.55184 0.38443 0.40335 -0.001 0.017 -0.002
C 3.06513 -1.62524 3.49358 -0.171 -0.217 -0.094
C 2.22352 -2.83212 3.17821 -0.166 0.098 0.016
C 1.02383 -3.04221 3.86085 0.048 0.015 0.053
C 0.23126 -4.14240 3.56023 0.002 -0.037 0.046
C 0.63210 -5.03534 2.56991 0.022 -0.022 0.018
C 1.81715 -4.81882 1.87952 -0.033 0.007 -0.014
C 2.60848 -3.71560 2.17880 0.025 0.027 -0.031
H 3.91057 1.24216 3.65050 -0.070 0.055 0.023
H 3.11284 1.88736 2.19606 -0.027 0.043 0.093
H 6.01301 0.13388 3.45276 0.012 0.000 -0.001
H 7.86570 -0.69712 2.06164 0.005 0.012 -0.003
H 7.61695 -0.81296 -0.39430 -0.006 -0.012 -0.001
H 5.49357 -0.13752 -1.45204 0.020 0.048 -0.004
H 3.62411 0.69786 -0.05685 0.041 0.122 -0.024
H 3.17293 -1.47844 4.57056 0.057 0.113 -0.014
H 4.04056 -1.65021 3.00958 0.008 -0.030 -0.004
H 0.72905 -2.36272 4.65470 0.001 -0.043 0.038
H -0.67925 -4.32337 4.11779 0.021 -0.011 0.029
H 0.03924 -5.91709 2.36478 -0.018 0.016 -0.021
H 2.13533 -5.51914 1.11898 0.019 -0.004 0.010
H 3.54055 -3.55528 1.65028 -0.004 -0.011 -0.021
O 1.59106 0.19482 -1.39443 0.461 -0.081 0.489
C 2.06705 -0.93639 -1.72228 0.135 0.227 -0.248
O 1.51301 -1.95510 -1.22060 0.197 0.023 0.406
H 2.91148 -1.02848 -2.40815 -0.044 -0.017 -0.046
C -5.36174 0.92281 -1.22195 -0.027 0.079 0.052
N -5.19030 2.37206 -1.22345 -0.145 -0.089 -0.047
C -6.22704 3.28178 -1.13702 -0.106 0.101 0.012
C -5.67811 4.51390 -1.16397 -0.121 -0.041 -0.001
N -4.31241 4.34903 -1.27447 -0.049 0.064 0.002
C -3.33856 5.44002 -1.31813 0.049 0.039 0.008
C -4.03584 3.04102 -1.29785 0.694 -0.254 0.026
Se -2.27529 2.32957 -1.38108 -0.130 -0.051 0.058
H -6.22227 0.66632 -1.83419 -0.003 0.022 -0.026
H -5.53275 0.56789 -0.20675 0.019 0.007 0.020
H -4.47227 0.45075 -1.63287 -0.003 0.089 -0.009
H -7.25649 2.97531 -1.07112 0.019 -0.013 -0.007
H -6.13894 5.48519 -1.11467 0.032 0.000 -0.035
H -3.82041 6.31960 -1.73443 -0.043 -0.018 -0.017
H -2.49936 5.16115 -1.95271 -0.079 -0.030 0.028
H -2.98238 5.66866 -0.31531 0.000 -0.044 0.000
```
Positions in Å, forces in eV/Å.

The value obtained for the HOMO energy (spin up / spin down) is -15.49 / -15.42 eV. The net charge is +3. Its relative energy (zero: lowest compared OMol25 entry of this formula, charge and spin) is 23.28 kcal/mol. The value obtained for the frontier orbital gap (spin up / spin down) is 4.4 / 4.3 eV.

Mulliken atomic charge list, values in e, 8 entries: Os 2.10; N -0.40; C -0.65; C -0.27; N -0.48; H 0.45; H -0.27; H 0.50

=====

No. 3
Computed, not measured: 2 unconnected molecules or ions with the total composition C26H39O3Si, with ωB97M-V/def2-TZVPD.

XYZ file:
```
69
Properties=species:S:1:pos:R:3:forces:R:3
C 2.69351 0.44740 -5.47460 0.015 0.351 -0.246
C 2.17031 0.97264 -4.15779 0.074 -0.403 -0.205
C 1.97189 -0.16760 -3.18400 0.304 0.339 0.301
C 1.51851 0.44689 -1.88664 -1.006 -0.191 0.795
O 0.04961 0.32165 -1.82393 -0.043 -1.313 0.341
C -0.61924 0.97241 -0.88481 -0.247 0.790 0.259
C -0.13758 1.99409 -0.11203 1.013 0.371 -1.831
O -1.92965 0.64482 -0.74039 0.876 0.444 0.059
Si -2.90335 1.58034 0.46794 -0.175 0.301 -0.309
C -3.63530 2.77337 -0.76114 -0.266 -0.044 -0.117
C -4.27236 0.43511 1.10788 0.159 -0.337 -0.200
C -2.21836 2.58393 2.01144 0.643 -0.052 0.368
C -2.79803 4.00963 1.91834 -0.109 0.041 -0.037
C -0.69623 2.75727 2.23523 0.036 0.441 0.721
C -2.70688 1.94144 3.32561 -0.188 -0.011 0.111
H 2.81752 1.27541 -6.16857 0.098 -0.106 -0.253
H 3.66196 -0.04357 -5.33833 -0.099 0.026 -0.064
H 1.99237 -0.27241 -5.90600 0.105 0.056 -0.029
H 2.87827 1.67191 -3.69197 -0.149 0.026 -0.298
H 1.20406 1.48265 -4.27617 0.252 0.048 -0.081
H 1.26575 -0.91774 -3.56197 0.021 0.259 0.208
H 2.91988 -0.69719 -3.00068 -0.151 0.155 -0.160
H 1.96056 -0.05248 -1.02539 -0.292 0.162 -0.128
H 1.75162 1.50226 -1.76712 0.060 0.184 -0.403
H -0.78902 2.87897 -0.30068 0.442 -0.652 1.331
H 0.94534 2.14617 0.10364 -1.112 0.041 -0.721
H -4.61263 3.12746 -0.41674 0.159 0.131 -0.052
H -2.98779 3.63762 -0.92892 -0.126 -0.033 -0.045
H -3.78626 2.27188 -1.72532 0.028 0.059 0.214
H -5.17005 1.04818 1.29741 0.343 -0.113 -0.096
H -4.54989 -0.31894 0.35623 0.027 0.223 0.114
H -4.04891 -0.09827 2.04508 -0.022 0.300 -0.345
H -3.89335 4.01640 1.93227 0.103 0.025 -0.033
H -2.45060 4.60333 2.77689 -0.089 -0.196 -0.119
H -2.46545 4.53323 1.01444 -0.055 -0.090 0.163
H -0.15734 1.80328 2.18751 -0.059 0.347 0.047
H -0.24561 3.50273 1.56621 -0.108 -0.419 0.311
H -0.54251 3.16553 3.24935 -0.180 -0.127 -0.166
H -2.32166 0.91740 3.43617 -0.159 0.232 0.022
H -2.31337 2.53125 4.17227 -0.256 -0.210 -0.280
H -3.79998 1.92992 3.40651 0.163 -0.113 0.006
C 5.18049 -3.36722 -2.37775 -0.162 -0.070 -0.030
O 3.77782 -3.43027 -2.68363 -0.702 -0.657 1.178
C 2.89584 -3.22843 -1.66201 0.206 1.265 -1.210
C 1.51218 -3.31816 -2.00391 0.834 -0.385 0.351
C 0.59398 -2.69637 -1.19138 -0.160 0.667 -0.168
C 1.00913 -1.87781 -0.09676 0.440 0.339 0.234
C 0.01646 -1.10985 0.63216 -0.469 -3.691 -0.024
C -0.24167 -1.45386 2.00818 -0.278 0.580 0.909
C -1.61898 -1.52975 2.36728 0.281 0.102 -0.259
C -2.01980 -1.97970 3.61867 0.191 -0.179 -0.139
C -1.05234 -2.38293 4.55062 -0.428 0.727 -0.186
C 0.30525 -2.34265 4.21718 0.148 0.097 -0.324
C 0.71443 -1.90899 2.96096 -0.367 0.033 -0.062
C 2.37628 -1.90809 0.27701 -0.207 -0.409 0.006
C 3.30936 -2.62842 -0.44629 -0.115 -0.045 -0.044
H 5.68532 -3.72895 -3.26825 0.007 0.012 0.059
H 5.48602 -2.34000 -2.16596 -0.063 -0.015 -0.034
H 5.41588 -4.00497 -1.52364 0.059 -0.027 -0.127
H 1.22355 -3.84531 -2.92448 0.139 0.254 0.570
H -0.47307 -2.80940 -1.40552 0.374 0.289 -0.048
H -0.89409 -0.96012 0.05256 0.199 0.215 0.309
H -2.36156 -1.31018 1.59122 0.287 0.112 0.461
H -3.08806 -2.02063 3.84849 0.427 -0.046 0.020
H -1.37315 -2.63899 5.55924 0.169 -0.202 -0.267
H 1.04680 -2.65610 4.94902 -0.140 0.028 -0.200
H 1.76292 -1.95747 2.68349 -0.242 0.080 0.298
H 2.70133 -1.26686 1.09589 0.065 -0.240 -0.217
H 4.35992 -2.65689 -0.13963 -0.525 0.225 -0.209
```
Positions in Å, forces in eV/Å.

The value obtained for the HOMO energy is -10.69 eV. The net charge is +1. The value obtained for the frontier orbital gap is 5.2 eV.

Mulliken atomic charge list, values in e, 8 entries: C -1.39; C -0.36; C -0.32; C -0.70; O -0.28; C 0.83; C -1.36; O -0.76

=====

Record order is preserved below.
Energy: -44347.71364, -132138.46800, -41605.50361 eV